Entry from OMol25: the ion C4H8NO2 with charge -1 in a non-equilibrium geometry (ωB97M-V/def2-TZVPD).

The geometry in XYZ format:
```
15
Properties=species:S:1:pos:R:3:forces:R:3:nbo_charge:R:1
O -1.567107 0.245967 -1.097660 -0.092 -0.015 -0.100 -0.80
O -2.288478 0.109590 1.039914 -0.170 0.025 0.004 -0.78
N 1.268594 1.209275 -0.568334 0.823 -0.852 0.018 -0.87
C -0.068198 -0.559014 0.568610 0.546 -0.332 -0.268 -0.53
C 1.097254 -0.270094 -0.368926 -0.480 1.404 -0.280 -0.06
C -1.451772 -0.004486 0.122721 0.331 0.081 0.182 0.76
C 2.397394 -0.874740 0.116729 -0.290 -0.144 0.769 -0.61
H 0.705728 1.473012 -1.363106 -0.411 0.166 0.305 0.38
H 0.236106 -0.206330 1.558758 -0.352 0.113 0.172 0.18
H -0.161898 -1.646699 0.651112 -0.147 -0.072 0.104 0.20
H 3.125494 -0.914299 -0.683625 0.310 -0.049 -0.022 0.20
H 0.941528 1.684786 0.260976 -0.241 0.189 -0.084 0.34
H 0.843391 -0.606046 -1.367236 -0.035 -0.516 -0.123 0.19
H 2.787444 -0.286463 0.959482 0.058 0.071 -0.300 0.19
H 2.211671 -1.867107 0.548348 0.150 -0.069 -0.376 0.19
```
Positions in Å, forces in eV/Å.

Its energy above the lowest of the compared OMol25 structures with the same formula, charge and spin is 0.245 eV. Its total charge is -1. The HOMO energy is -4.1 eV.

=====

Entry from OMol25: a structure of composition C39H48BrIN6Ru in a non-equilibrium geometry (ωB97M-V/def2-TZVPD).

The geometry in XYZ format:
```
96
Properties=species:S:1:pos:R:3:forces:R:3:lowdin_charge:R:1
I -2.435808 2.988513 -3.311208 -0.022 0.084 -0.221 1.06
Ru 0.297126 -0.221921 0.843329 -0.797 0.757 0.157 1.12
Br -1.959424 6.126973 -4.821198 0.012 0.007 0.009 1.01
N 1.546643 -1.648265 1.477242 0.574 -0.055 -0.096 -0.01
N -1.166657 -1.697002 0.404462 -0.017 0.073 0.334 0.00
N -1.602475 1.006640 0.478436 0.219 -0.243 -0.356 0.02
N 1.318112 -0.750670 -0.901506 0.015 -0.138 -0.106 0.01
N -0.395800 0.188757 2.920055 0.032 -0.318 -0.154 -0.02
N 1.442319 1.690949 0.708024 0.095 -0.352 0.158 -0.04
C 0.529159 0.912651 3.841116 0.005 0.013 0.064 -0.21
C 1.826299 2.661553 1.769119 -0.127 0.039 0.030 -0.20
C 0.590232 3.133898 2.535064 0.031 -0.063 0.005 -0.18
C -0.847810 -0.677389 -2.836744 0.019 -0.028 0.172 -0.04
C 1.326191 -2.745484 5.040876 0.034 -0.046 -0.009 -0.02
C 2.013259 -1.841020 -0.791237 -0.038 0.048 -0.027 -0.27
C 1.846566 -1.884865 2.876045 0.039 0.067 -0.016 -0.22
C -3.927575 0.541256 1.203053 0.000 0.022 -0.047 0.00
C 1.482107 0.007569 -2.119884 -0.010 -0.021 -0.055 -0.20
C 1.880666 1.356966 -4.508832 -0.006 0.037 -0.004 -0.05
C -4.133630 5.575796 -6.454701 0.029 -0.003 0.029 -0.08
C 0.679500 0.707381 -4.268044 -0.080 0.038 0.096 -0.06
C -4.802920 -1.698729 1.114182 0.000 0.009 -0.007 0.01
C -4.984905 -0.373866 1.392058 0.003 -0.013 -0.003 -0.03
C -2.691874 0.102825 0.817067 -0.103 -0.012 0.071 -0.25
C -2.038102 -3.885180 -0.054665 0.030 0.017 0.015 -0.01
C -5.164906 4.822264 -6.927042 -0.006 -0.018 0.003 0.02
C 2.711773 0.638182 -2.355120 -0.054 0.002 0.033 -0.21
C 2.874668 1.336354 -3.550429 0.025 -0.022 -0.013 -0.02
C -0.995814 -2.940917 0.026345 -0.033 -0.076 0.057 -0.13
C -3.533375 -2.175943 0.710500 0.006 -0.013 0.016 -0.13
C 3.285706 -1.402941 4.727116 -0.013 0.019 0.000 -0.02
C 3.000439 -1.269268 3.374218 -0.005 -0.017 0.002 -0.23
C 3.920847 -0.479116 2.483145 -0.002 -0.005 -0.006 -0.02
C 2.942465 -3.598222 0.852549 0.019 0.015 0.017 0.02
C 2.750029 -2.516710 -1.900452 0.002 0.012 -0.015 0.03
C 2.446597 -2.122259 5.562681 -0.006 -0.003 -0.003 -0.03
C 2.128962 -2.376265 0.579586 -0.059 -0.028 0.017 -0.28
C -3.583084 3.768946 -4.835823 -0.021 0.028 0.046 -0.71
C -4.632708 3.030415 -5.335624 -0.050 -0.012 -0.039 -0.12
C 0.449617 0.045847 -3.067819 0.032 -0.031 0.080 -0.22
C -3.289539 -3.522275 0.342877 -0.020 0.003 -0.004 0.04
C 0.356602 2.418531 3.866983 0.005 -0.023 -0.058 -0.17
C -0.161369 -3.431760 3.149263 -0.008 0.050 0.027 -0.01
C -3.323257 5.072686 -5.406895 -0.010 0.015 -0.021 -0.68
C -5.416765 3.543691 -6.366263 0.017 -0.014 0.024 0.05
C -2.452931 -1.277572 0.646700 0.029 0.044 -0.025 -0.17
C 3.895719 0.551632 -1.422624 -0.012 0.003 -0.001 -0.03
C 1.012250 -2.655602 3.686160 0.017 -0.018 0.012 -0.23
H 2.976901 -3.824878 1.914479 0.003 -0.002 0.000 0.10
H 3.829271 -2.402406 -1.777601 0.008 -0.001 0.001 0.11
H 2.546467 2.178003 2.428158 -0.011 0.019 0.021 0.11
H -1.333049 0.574322 3.026500 0.023 0.067 -0.037 0.10
H -5.624293 -2.398777 1.195995 0.000 0.001 0.005 0.13
H -1.686907 1.852750 1.034703 0.107 -0.005 0.033 0.08
H 2.678796 -2.217465 6.614644 -0.001 0.003 0.001 0.12
H 2.048005 1.862149 -5.450532 -0.004 0.005 0.002 0.12
H 3.361742 0.126053 1.766395 0.010 -0.026 0.029 0.04
H -3.913672 6.554043 -6.859276 -0.009 -0.001 -0.007 0.13
H 0.015969 -3.259368 -0.185042 0.005 0.023 -0.004 0.10
H 1.083199 2.792742 4.591898 -0.021 0.014 0.014 0.13
H 2.526471 -4.459957 0.325194 -0.004 0.004 -0.007 0.10
H 2.549564 -3.588940 -1.876444 -0.009 0.000 0.000 0.10
H 4.587170 -1.133714 1.915247 -0.013 -0.004 -0.020 0.10
H -1.070686 -2.826303 3.070680 -0.009 -0.016 -0.059 0.08
H 2.334619 3.510365 1.308991 -0.004 -0.017 -0.029 0.13
H 1.541449 0.653011 3.542373 -0.036 0.011 0.016 0.08
H -5.950110 -0.010347 1.715675 0.000 0.002 -0.001 0.12
H 4.623550 -0.170175 -1.798436 0.013 0.009 -0.015 0.10
H -0.278172 3.014829 1.877817 -0.008 0.049 0.005 0.08
H 0.394971 0.522007 4.851754 0.008 0.026 0.006 0.13
H -1.757663 1.293731 -0.486443 0.148 0.037 -0.001 0.07
H 3.964253 -3.472194 0.488721 0.000 -0.003 0.004 0.11
H 3.641524 0.237605 -0.410131 0.020 -0.041 -0.025 0.05
H 2.468813 -2.123760 -2.873701 0.007 0.002 0.001 0.10
H -0.476999 -0.748750 3.308212 -0.041 -0.015 -0.054 0.07
H -6.239438 2.951359 -6.746550 -0.002 0.007 -0.005 0.14
H -1.356343 -0.304762 -1.943285 -0.042 -0.005 -0.020 0.04
H 0.695106 -3.346623 5.683615 0.000 0.006 0.005 0.13
H -1.812428 -4.892075 -0.375562 -0.009 -0.003 0.001 0.13
H 4.175708 -0.933398 5.127071 0.002 -0.004 0.001 0.13
H -0.624487 2.686400 4.268370 -0.016 -0.003 -0.020 0.12
H -4.102005 -4.237742 0.363855 0.003 -0.003 0.000 0.14
H -5.793852 5.190321 -7.726231 0.002 0.003 0.000 0.14
H 2.268136 1.458446 0.163927 0.034 0.080 0.051 0.04
H -1.512857 -0.563181 -3.690188 0.000 -0.024 -0.006 0.08
H 0.852493 2.195099 0.049958 0.022 -0.001 -0.029 0.09
H 0.049898 -3.843390 2.165387 0.009 -0.035 -0.038 0.06
H -0.693525 -1.744222 -2.660290 0.015 -0.009 -0.077 0.09
H -0.089823 0.693533 -5.030713 -0.008 0.000 0.008 0.11
H 3.819410 1.829974 -3.742224 -0.001 0.005 0.002 0.13
H 4.550721 0.183197 3.074652 0.015 -0.014 0.001 0.10
H -4.109980 1.602331 1.334090 -0.003 -0.003 0.004 0.13
H 0.660709 4.205019 2.722799 0.020 -0.007 0.025 0.12
H -4.856451 2.053355 -4.932096 0.010 0.002 0.007 0.11
H -0.387245 -4.265346 3.811578 -0.025 0.024 0.012 0.10
H 4.411949 1.510093 -1.370134 -0.005 0.010 0.012 0.10
```
Positions in Å, forces in eV/Å.

Its energy above the lowest of the compared OMol25 structures with the same formula, charge and spin is 0.000 eV. Its total charge is +3. The spin multiplicity is 2. The HOMO energy (spin up / spin down) is -15.1 / -15.1 eV. Its expectation value of S² is 0.77.